Below is 2 unconnected molecules or ions with the total composition C4H5FO2 at a distorted geometry, with properties calculated with ωB97M-V with the def2-TZVPD basis set.

Calculated values
LUMO energy: 0.112 eV
Electronic energy: -11038.2623 eV
SMILES: O=C=CF.CC=O
Energy above the lowest of the compared OMol25 structures with the same formula, charge and spin: 311.0 kJ/mol
Frontier orbital gap: 9.43 eV

```
! RIJCOSX wB97M-V def2-TZVPD def2/J DEFGRID3
* xyz 0 1
O -3.24 -1.54 -3.54
C -2.87 -1.98 -2.55
C -2.59 -2.23 -1.30
F -3.28 -2.86 -0.24
H -1.55 -1.88 -1.07
C 1.94 0.20 0.50
C 0.94 -0.86 0.82
O -0.17 -0.83 1.29
H 2.87 -0.15 1.07
H 1.52 1.13 0.92
H 2.21 0.13 -0.51
H 1.40 -1.82 0.44
*
```

Atomic partial charges in e from the Mulliken method, atoms 1 to 6: O -0.3049; C 0.5949; C -0.1827; F -0.2238; H 0.1086; C -0.8886

Below is C5H9NO in the gas phase at a distorted geometry, with properties calculated with ωB97M-V with the def2-TZVPD basis set.

Calculated values
LUMO energy: 0.991 eV
Electronic energy: -8867.1657 eV
SMILES: C=CCCNC=O
Energy above the lowest of the compared OMol25 structures with the same formula, charge and spin: 197.5 kJ/mol
Frontier orbital gap: 10.32 eV

```
! RIJCOSX wB97M-V def2-TZVPD def2/J DEFGRID3
* xyz 0 1
C 1.53 -2.14 1.52
C 2.05 -1.06 0.95
C 1.50 -0.28 -0.21
C 0.20 0.53 0.41
N -1.07 0.30 -0.23
C -1.57 1.27 -1.10
O -2.72 1.27 -1.46
H 0.75 -2.64 0.95
H 1.97 -2.73 2.31
H 2.89 -0.59 1.46
H 2.03 0.60 -0.54
H 1.08 -0.94 -0.96
H 0.51 1.55 0.16
H 0.11 0.50 1.49
H -1.73 -0.37 0.09
H -0.82 1.97 -1.46
*
```

Atomic partial charges in e from the Mulliken method, atoms 1 to 6: C -0.6666; C -0.2070; C -0.5654; C -0.7258; N -0.1273; C 0.0631

Below is a molecular structure, C31H42CrN6O2Si2Te at a distorted geometry, with properties calculated with ωB97M-V with the def2-TZVPD basis set.

Calculated values
LUMO energy (spin up / spin down): -4.364 / -3.629 eV
Electronic energy: -97330.9323 eV
Energy above the lowest of the compared OMol25 structures with the same formula, charge and spin: 70.2 kJ/mol
Frontier orbital gap (spin up / spin down): 4.72 / 5.45 eV

```
! RIJCOSX wB97M-V def2-TZVPD def2/J DEFGRID3
* xyz 1 4
Cr 2.45 2.31 0.93
O 3.69 3.46 -2.72
C 3.57 3.20 -1.51
N 2.37 3.13 -0.85
C 1.09 3.44 -1.30
C 0.78 4.13 -2.48
C -0.54 4.29 -2.83
C -1.51 4.06 -1.88
C -1.21 3.67 -0.59
C 0.11 3.32 -0.29
N 0.57 2.99 0.95
C -0.20 2.99 2.10
O -1.40 3.23 2.23
C 0.64 2.74 3.31
C 0.08 2.72 4.57
C 0.95 2.54 5.67
C 2.29 2.30 5.38
C 2.78 2.14 4.10
N 1.94 2.45 3.03
C 4.73 2.90 -0.67
C 6.00 2.80 -1.23
C 7.03 2.29 -0.45
C 6.74 1.77 0.80
C 5.46 1.85 1.31
N 4.48 2.46 0.60
H 1.60 4.37 -3.16
H -0.85 4.54 -3.84
H -2.55 4.24 -2.21
H -1.94 3.50 0.19
H -1.01 2.77 4.63
H 0.57 2.66 6.68
H 3.08 2.32 6.13
H 3.82 1.98 3.84
H 6.18 3.22 -2.19
H 8.02 2.25 -0.84
H 7.55 1.39 1.43
H 5.19 1.55 2.30
C -3.70 -2.58 -4.52
Si -4.03 -0.86 -3.92
C -2.73 0.36 -4.48
C -5.81 -0.41 -4.35
C -3.99 -1.01 -1.99
Te -2.50 -2.11 -0.93
C -3.33 -2.58 1.05
Si -2.80 -4.34 1.71
C -2.21 -4.22 3.46
C -4.39 -5.37 1.55
C -1.56 -5.10 0.51
H -4.23 -2.80 -5.47
H -4.05 -3.35 -3.87
H -2.65 -2.86 -4.73
H -2.76 0.29 -5.59
H -1.73 0.23 -4.03
H -3.11 1.36 -4.19
H -6.13 -1.05 -5.16
H -5.88 0.58 -4.69
H -6.52 -0.57 -3.48
H -4.97 -1.42 -1.71
H -3.95 -0.01 -1.48
H -4.45 -2.53 0.92
H -2.93 -1.80 1.68
H -3.02 -3.86 4.11
H -1.36 -3.57 3.71
H -1.84 -5.16 3.85
H -5.29 -4.69 1.58
H -4.52 -5.98 2.48
H -4.40 -6.04 0.67
H -0.78 -4.38 0.33
H -2.08 -5.34 -0.42
H -1.18 -6.06 0.87
C 2.56 -3.13 2.16
C 2.28 -1.92 1.28
C 2.25 -1.87 -0.13
C 2.03 -0.53 -0.51
N 2.03 0.21 0.68
N 2.09 -0.66 1.68
C 1.74 0.01 -1.89
H 3.35 -3.69 1.65
H 1.70 -3.76 2.20
H 2.88 -2.79 3.20
H 2.30 -2.71 -0.85
H 2.07 -0.36 2.67
H 2.39 0.87 -2.13
H 0.69 0.33 -1.97
H 1.96 -0.75 -2.65
*
```

Atomic partial charges in e from the Mulliken method, atoms 1 to 6: Cr -0.0520; O -0.6920; C 0.0984; N 0.3052; C 0.3702; C -0.6932

Below is 2 unconnected molecules or ions with the total composition C3H5N7O2 at a distorted geometry, with properties calculated with ωB97M-V with the def2-TZVPD basis set.

Calculated values
LUMO energy: 0.625 eV
Electronic energy: -17715.1047 eV
SMILES: Oc1nn[nH]n1.Nc1ncno1
Energy above the lowest of the compared OMol25 structures with the same formula, charge and spin: 0.0 kJ/mol
Frontier orbital gap: 10.41 eV

```
! RIJCOSX wB97M-V def2-TZVPD def2/J DEFGRID3
* xyz 0 1
O 0.63 2.46 -1.17
C -0.26 1.55 -1.56
N -0.50 1.27 -2.84
N -1.53 0.47 -2.83
N -1.88 0.38 -1.58
N -1.10 0.98 -0.69
H 1.08 2.78 -1.97
H -2.68 -0.14 -1.27
N -0.30 -0.41 2.87
C 0.53 -0.90 1.86
N 1.47 -1.82 1.87
C 1.90 -1.76 0.55
N 1.26 -0.90 -0.17
O 0.40 -0.30 0.70
H -1.21 -0.09 2.50
H -0.48 -1.14 3.57
H 2.68 -2.41 0.16
*
```

Atomic partial charges in e from the Mulliken method, atoms 1 to 6: O -0.4826; C 0.7579; N -0.2997; N -0.4380; N 0.3659; N -0.4436

- What is the electronic energy in the fourth record?
  -17715.1047 eV

- Which of these has the highest energy above the lowest of the compared OMol25 structures with the same formula, charge and spin?
  C4H5FO2